Below is C43H45BIrN8SSi as an isolated structure, with properties calculated with ωB97M-V/def2-TZVPD.

CARTESIAN COORDINATES (ANGSTROEM)
Ir (0.389, 0.001, -0.533)
C (-1.138, 2.808, -2.590)
C (-0.146, 3.153, -1.528)
C (0.341, 4.412, -1.161)
C (1.249, 4.179, -0.143)
C (2.083, 5.152, 0.620)
N (1.288, 2.851, 0.075)
N (0.429, 2.222, -0.772)
B (2.166, 2.011, 1.042)
N (3.040, 1.065, 0.192)
N (2.399, 0.263, -0.696)
C (3.232, -0.023, -1.689)
C (2.807, -0.794, -2.890)
C (4.469, 0.573, -1.419)
C (4.308, 1.260, -0.235)
C (5.280, 2.110, 0.509)
N (1.226, 1.181, 1.946)
N (0.318, 0.314, 1.420)
C (-0.497, -0.098, 2.400)
C (-1.621, -1.063, 2.250)
C (-0.099, 0.526, 3.582)
C (0.985, 1.319, 3.263)
C (1.796, 2.202, 4.148)
H (-1.196, 3.611, -3.323)
H (-2.137, 2.663, -2.174)
H (-0.851, 1.895, -3.115)
H (0.077, 5.365, -1.587)
H (1.858, 6.163, 0.290)
H (3.147, 4.971, 0.465)
H (1.888, 5.090, 1.691)
H (2.846, 2.722, 1.712)
H (1.751, -1.074, -2.825)
H (3.383, -1.714, -2.994)
H (2.945, -0.190, -3.787)
H (5.363, 0.507, -2.015)
H (6.279, 1.961, 0.105)
H (5.293, 1.862, 1.569)
H (5.032, 3.169, 0.416)
H (-1.666, -1.484, 1.251)
H (-2.570, -0.568, 2.463)
H (-1.493, -1.879, 2.962)
H (-0.537, 0.387, 4.555)
H (1.463, 2.083, 5.177)
H (1.687, 3.251, 3.871)
H (2.855, 1.952, 4.095)
S (-6.105, 1.131, -1.301)
C (-4.402, 0.793, -1.029)
C (-3.776, -0.186, -1.790)
C (-2.447, -0.481, -1.560)
N (-1.710, 0.148, -0.635)
C (-2.316, 1.103, 0.097)
C (-3.639, 1.439, -0.054)
C (-6.196, 2.822, -0.753)
C (-6.938, 3.160, 0.366)
C (-6.978, 4.498, 0.744)
N (-6.337, 5.464, 0.098)
C (-5.637, 5.123, -0.983)
C (-5.540, 3.824, -1.456)
H (-4.306, -0.718, -2.568)
H (-1.949, -1.236, -2.151)
H (-1.702, 1.615, 0.822)
H (-4.063, 2.212, 0.572)
H (-7.469, 2.407, 0.932)
H (-7.549, 4.799, 1.615)
H (-5.135, 5.931, -1.503)
H (-4.976, 3.601, -2.351)
C (-2.937, -3.928, -2.792)
C (-3.050, -3.910, -1.409)
C (-1.968, -3.533, -0.624)
C (-0.743, -3.167, -1.192)
C (-0.656, -3.195, -2.591)
C (-1.732, -3.572, -3.384)
Si (0.667, -2.382, -0.205)
C (0.707, -3.014, 1.572)
C (0.141, -4.247, 1.906)
C (0.274, -4.781, 3.181)
C (0.998, -4.100, 4.148)
C (1.604, -2.894, 3.826)
C (1.461, -2.363, 2.553)
C (2.302, -3.099, -0.838)
C (3.501, -2.668, -0.260)
C (4.722, -3.206, -0.634)
C (4.775, -4.210, -1.592)
C (3.597, -4.685, -2.148)
C (2.376, -4.138, -1.769)
H (-3.777, -4.229, -3.405)
H (-3.983, -4.194, -0.939)
H (-2.089, -3.525, 0.453)
H (0.271, -2.913, -3.080)
H (-1.630, -3.592, -4.462)
H (-0.402, -4.815, 1.161)
H (-0.179, -5.736, 3.415)
H (1.104, -4.515, 5.142)
H (2.191, -2.366, 4.568)
H (1.956, -1.424, 2.326)
H (3.489, -1.895, 0.502)
H (5.634, -2.846, -0.173)
H (5.726, -4.632, -1.888)
H (3.624, -5.489, -2.872)
H (1.473, -4.549, -2.201)

Results
Charge = +1
E_HOMO = -0.3982 Eh
Energy relative to the best compared isomer or geometry (same formula, charge and spin) = 0.0 kcal per mole

---

Below is a 2-piece molecular cluster, C13H11NO2S2 overall in a non-equilibrium geometry, with properties calculated with ωB97M-V/def2-TZVPD.

CARTESIAN COORDINATES (ANGSTROEM)
N (0.560, 1.102, -1.146)
C (0.651, 2.467, -0.883)
O (0.918, 3.002, 0.197)
C (0.361, 3.227, -2.167)
C (0.154, 2.332, -3.124)
C (0.294, 0.955, -2.503)
O (0.178, -0.104, -3.134)
H (0.353, 4.320, -2.149)
H (-0.084, 2.416, -4.189)
C (-3.619, -0.376, 1.111)
C (-2.754, 0.218, 2.031)
C (-1.378, 0.006, 1.949)
C (-0.844, -0.783, 0.909)
C (0.584, -1.010, 0.817)
S (1.234, -2.189, -0.258)
C (2.926, -2.236, 0.451)
C (3.176, -0.945, 1.243)
S (1.622, -0.435, 2.066)
C (-1.726, -1.427, 0.020)
C (-3.100, -1.206, 0.116)
H (-4.693, -0.195, 1.170)
H (-3.138, 0.858, 2.823)
H (-0.700, 0.449, 2.687)
H (3.070, -3.113, 1.099)
H (3.600, -2.341, -0.412)
H (3.926, -1.072, 2.040)
H (3.503, -0.128, 0.583)
H (-1.318, -2.097, -0.742)
H (-3.754, -1.695, -0.603)

Results
E_HOMO = -0.2821 Eh
Energy relative to the best compared isomer or geometry (same formula, charge and spin) = 4.7 kcal per mole

---

Below is C57H49FGeNNaO5P3S as an isolated structure, with properties calculated with ωB97M-V/def2-TZVPD.

CARTESIAN COORDINATES (ANGSTROEM)
Na (1.144, -0.323, -0.546)
F (0.058, -1.355, 0.859)
Ge (-1.550, 0.059, 0.965)
C (-0.979, 0.648, 2.759)
C (-2.023, 1.065, 3.599)
C (-1.808, 1.372, 4.933)
C (-0.530, 1.268, 5.460)
C (0.517, 0.895, 4.636)
C (0.322, 0.594, 3.285)
P (1.801, 0.245, 2.219)
C (2.409, -1.316, 2.981)
C (1.528, -2.233, 3.552)
C (1.982, -3.467, 3.999)
C (3.322, -3.805, 3.877)
C (4.205, -2.905, 3.294)
C (3.754, -1.673, 2.842)
C (2.958, 1.536, 2.825)
C (2.960, 2.705, 2.060)
C (3.782, 3.770, 2.403)
C (4.631, 3.666, 3.497)
C (4.657, 2.495, 4.245)
C (3.823, 1.437, 3.910)
C (-3.151, 1.181, 0.623)
C (-4.475, 1.045, 1.054)
C (-5.357, 2.102, 0.881)
C (-4.922, 3.289, 0.290)
C (-3.623, 3.406, -0.179)
C (-2.753, 2.316, -0.055)
P (-1.028, 2.049, -0.768)
C (-1.539, 1.566, -2.465)
C (-2.659, 2.127, -3.082)
C (-3.048, 1.731, -4.355)
C (-2.332, 0.749, -5.026)
C (-1.225, 0.179, -4.421)
C (-0.831, 0.592, -3.158)
C (-0.603, 3.830, -0.723)
C (-0.321, 4.562, -1.872)
C (-0.006, 5.913, -1.770)
C (0.051, 6.528, -0.527)
C (-0.213, 5.794, 0.622)
C (-0.549, 4.452, 0.523)
C (-2.438, -1.703, 1.154)
C (-3.130, -2.030, 2.326)
C (-3.808, -3.237, 2.435)
C (-3.817, -4.133, 1.373)
C (-3.135, -3.823, 0.208)
C (-2.439, -2.619, 0.097)
P (-1.483, -2.161, -1.397)
C (-2.737, -2.577, -2.681)
C (-2.825, -3.775, -3.385)
C (-3.842, -3.977, -4.312)
C (-4.784, -2.984, -4.542)
C (-4.704, -1.784, -3.846)
C (-3.682, -1.580, -2.931)
C (-0.249, -3.511, -1.530)
C (0.187, -4.219, -0.411)
C (1.226, -5.136, -0.520)
C (1.840, -5.359, -1.746)
C (1.425, -4.647, -2.862)
C (0.398, -3.722, -2.752)
H (-3.027, 1.157, 3.203)
H (-2.637, 1.691, 5.555)
H (-0.344, 1.492, 6.504)
H (1.515, 0.844, 5.051)
H (0.476, -1.988, 3.626)
H (1.283, -4.169, 4.439)
H (3.675, -4.769, 4.225)
H (5.250, -3.167, 3.179)
H (4.437, -0.986, 2.359)
H (2.341, 2.763, 1.169)
H (3.775, 4.668, 1.798)
H (5.286, 4.489, 3.757)
H (5.335, 2.403, 5.085)
H (3.866, 0.517, 4.483)
H (-4.806, 0.135, 1.545)
H (-6.381, 2.018, 1.227)
H (-5.610, 4.120, 0.184)
H (-3.296, 4.326, -0.651)
H (-3.235, 2.888, -2.576)
H (-3.914, 2.191, -4.816)
H (-2.642, 0.426, -6.014)
H (-0.650, -0.583, -4.934)
H (0.054, 0.164, -2.724)
H (-0.315, 4.071, -2.836)
H (0.212, 6.479, -2.667)
H (0.308, 7.578, -0.453)
H (-0.157, 6.266, 1.595)
H (-0.768, 3.881, 1.419)
H (-3.127, -1.347, 3.167)
H (-4.332, -3.480, 3.353)
H (-4.352, -5.072, 1.455)
H (-3.137, -4.523, -0.621)
H (-2.097, -4.558, -3.209)
H (-3.898, -4.914, -4.853)
H (-5.575, -3.142, -5.265)
H (-5.427, -0.998, -4.027)
H (-3.604, -0.632, -2.408)
H (-0.266, -4.021, 0.553)
H (1.564, -5.666, 0.362)
H (2.658, -6.064, -1.825)
H (1.920, -4.792, -3.814)
H (0.096, -3.147, -3.622)
O (1.453, 2.363, -3.303)
S (2.006, 1.917, -2.044)
O (2.953, 2.829, -1.440)
O (2.507, 0.521, -2.098)
O (0.802, 1.750, -0.984)
O (3.412, -2.330, -1.270)
H (3.188, -1.429, -1.541)
H (2.770, -2.597, -0.602)
C (5.728, 0.002, -2.673)
C (5.601, 1.208, -1.744)
C (5.202, 0.816, -0.382)
N (4.889, 0.512, 0.682)
H (6.026, 0.341, -3.665)
H (4.772, -0.509, -2.760)
H (6.471, -0.707, -2.306)
H (4.838, 1.901, -2.107)
H (6.544, 1.751, -1.671)

Results
Charge = -1
E_HOMO = -0.2058 Eh
Energy relative to the best compared isomer or geometry (same formula, charge and spin) = 0.0 kcal per mole

---

no.,electronic energy (hartree),Kohn-Sham gap (eV)
1,-2920.479218,7.3
2,-1503.525680,5.7
3,-6393.967176,7.7